Computed, not measured: a cluster of 4 separate species, C8H16Br8 in total, with wB97M-V/def2-TZVPD.

Last column: Löwdin charge in e.
Atoms and positions in Å:
Br 0.25571 0.66063 -2.43126  0.5518
C 0.37910 0.68101 -0.43193  -0.6478
C -0.63561 1.61860 0.15025  -0.6618
Br -0.46179 2.02666 2.14437  0.4945
H 1.43898 0.69680 -0.17794  -0.0241
H -0.01517 -0.29846 -0.16119  -0.0180
H -1.66654 1.27286 0.22606  0.0318
H -0.77830 2.53930 -0.41548  -0.0376
Br 3.17016 0.49971 1.87813  0.6888
C 4.08981 -1.09866 2.44179  -0.7205
C 3.58094 -1.62698 3.77163  -0.6687
Br 4.53984 -3.30956 4.19149  0.5864
H 5.16965 -0.97429 2.52290  0.0570
H 3.86678 -1.81000 1.64659  0.0488
H 2.50450 -1.79078 3.82213  0.0581
H 3.80425 -1.03163 4.65695  0.0482
Br -2.81919 4.08022 0.68249  0.6116
C -2.29215 5.49182 -0.61625  -0.6223
C -1.38901 4.96857 -1.72785  -0.5919
Br -2.25830 3.50048 -2.87592  0.5186
H -1.78903 6.28463 -0.06270  0.0610
H -3.20279 5.95253 -0.99912  0.0542
H -0.42995 4.61330 -1.35090  0.0522
H -1.03515 5.75593 -2.39340  0.0581
Br -3.15640 -6.66416 -2.50140  0.5821
C -1.76322 -5.57901 -1.59345  -0.6736
C -1.68708 -4.14835 -2.05884  -0.7006
Br -0.69933 -2.93837 -0.88025  0.6517
H -0.81861 -6.12253 -1.61366  0.0643
H -2.13776 -5.39345 -0.58678  0.0382
H -2.64843 -3.67994 -2.26980  0.0566
H -1.11590 -4.17691 -2.98676  0.0531

As for the SMILES: BrCCBr.BrCCBr.BrCCBr.BrCCBr. For the energy above the lowest of the compared OMol25 structures with the same formula, charge and spin, the calculation gives 142.9 kJ/mol. Its total energy is -20906.4950 Ha. The HOMO energy is -9.8 eV.


Computed, not measured: a cluster of 4 separate species, C8H16Cl4O6 in total, with wB97M-V/def2-TZVPD.

Last column: Löwdin charge in e.
Atoms and positions in Å:
C -10.55376 2.81878 4.16902  -1.0270
Cl -11.50321 4.11795 3.39097  0.5063
Cl -9.11747 3.39355 5.03346  0.5120
H -11.12144 2.33670 5.00028  0.0073
H -10.32303 2.12539 3.36157  0.0127
C -14.38266 3.36289 5.37966  -1.0735
Cl -16.03616 3.28927 6.01470  0.5203
Cl -13.27822 4.04512 6.51049  0.5458
H -14.04864 2.40005 5.05310  -0.0077
H -14.50617 4.08932 4.59601  0.0038
C -10.48460 -0.84001 3.46532  -0.0896
O -11.52617 -0.36226 4.23521  -0.0707
C -11.59709 -0.93396 5.50468  -0.5814
O -11.19565 -1.99909 5.81277  0.1730
O -12.14593 0.01013 6.25970  -0.0027
C -12.38022 -0.36392 7.62585  -0.0259
H -10.30625 -1.93794 3.57766  0.1105
H -9.55535 -0.38024 3.80652  0.0977
H -10.81859 -0.49829 2.48604  0.0992
H -12.55867 0.52155 8.25500  0.1006
H -11.53151 -0.84477 8.16151  0.1099
H -13.24520 -0.99235 7.67804  0.0808
C -16.33864 -0.88558 6.69137  -0.0344
O -15.84515 -1.49631 5.51489  -0.0086
C -15.35581 -0.65706 4.57407  -0.5367
O -15.07697 0.52805 4.75578  0.0450
O -15.17500 -1.35401 3.42834  0.0090
C -14.58311 -0.53354 2.38217  -0.0029
H -15.61769 -0.08857 6.80130  0.0749
H -16.26270 -1.57539 7.53334  0.0999
H -17.35212 -0.56647 6.53858  0.0970
H -13.56753 -0.21703 2.60471  0.0795
H -15.17731 0.34006 2.38170  0.0831
H -14.55785 -1.19847 1.54826  0.0928

As for the SMILES: COC(=O)OC.COC(=O)OC.ClCCl.ClCCl. For the energy above the lowest of the compared OMol25 structures with the same formula, charge and spin, the calculation gives 48.9 kJ/mol. Its total energy is -2606.6087 Ha. The HOMO energy is -10.5 eV.


Computed, not measured: an isolated molecule of C8H16ClN5, with wB97M-V/def2-TZVPD.

Last column: Löwdin charge in e.
Atoms and positions in Å:
C -0.53715 -0.53941 0.84563  -0.3037
C 0.09306 -1.54245 0.11251  -0.2802
C 0.15727 0.82443 0.75257  -0.1364
C -1.40899 -2.97482 -1.20512  -0.1232
C -1.58724 1.96960 -0.62127  -0.1424
C 0.56988 2.70422 -1.01139  -0.0797
C -0.54075 -2.90416 0.03597  -0.2167
C -0.23656 1.45147 -0.67222  -0.3677
N 1.37372 -1.51493 -0.22917  0.0964
N -1.32675 -0.85737 1.81531  0.1949
N 1.68208 0.64176 0.81350  -0.2069
N 2.04253 -0.44297 0.03611  -0.5689
N 2.20283 0.55680 2.08490  0.0721
Cl 3.49819 -0.19091 -0.92975  0.6067
H -0.14183 1.34980 1.62266  0.1258
H -2.18145 -2.17859 -1.25208  0.0656
H -2.06032 -3.94397 -1.24307  0.0942
H -0.92280 -2.91142 -2.23592  0.0891
H -1.87178 2.76615 0.11664  0.0995
H -2.54142 1.37976 -0.57662  0.0911
H -1.77341 2.60230 -1.57508  0.1121
H -0.00399 3.53284 -0.80005  0.0270
H 0.88558 2.86397 -2.09146  0.1049
H 1.54886 2.80377 -0.43221  0.0926
H 0.17992 -3.72186 0.03407  0.1075
H -1.06091 -3.03467 0.99127  0.0984
H -0.11956 0.61477 -1.37749  0.1415
H -1.43192 -0.12677 2.48931  0.0459
H 2.58660 -0.37536 2.27967  0.1045
H 2.92631 1.19801 2.22277  0.0562

As for the SMILES: [H]/N=C1/C(CC)=NN(Cl)N(N)[C@H]1C(C)C. Its total energy is -1048.1938 Ha. The HOMO energy is -8.0 eV.


Computed, not measured: a structure of composition C8H16ClNiO4, with wB97M-V/def2-TZVPD.

Last column: Löwdin spin population.
Atoms and positions in Å:
Ni 0.66316 1.25065 3.80400  1.1589
Cl 0.05490 0.40687 2.34179  0.4551
C -2.79868 0.29591 -4.05649  0.0000
C -2.92930 0.97641 -2.71940  0.0002
O -2.62893 0.19841 -1.58085  0.0016
C -2.52067 0.71080 -0.35241  0.0013
O -2.59215 1.91013 -0.05903  0.0029
O -2.58466 -0.30144 0.55091  0.0279
C -2.46025 0.00753 1.96373  0.1166
H -3.70308 -0.29442 -4.20366  0.0000
H -1.90734 -0.33039 -4.09345  0.0000
H -2.64325 0.93623 -4.92479  0.0000
H -3.86457 1.53266 -2.78230  0.0001
H -2.19053 1.76886 -2.59964  0.0001
H -3.33642 0.48073 2.40703  0.0142
H -1.61737 0.60763 2.30657  0.0382
H -2.30800 -0.92804 2.50191  0.0003
C 3.39474 -1.53516 0.41998  0.0015
C 2.02274 -0.85534 0.48600  0.0048
C 2.46661 0.48008 1.01157  0.0794
O 3.61332 0.32191 1.83880  0.0422
C 4.15288 -0.96937 1.58228  0.0044
H 3.93580 -1.38254 -0.51386  0.0007
H 3.28917 -2.61988 0.43789  0.0003
H 1.32918 -1.25964 1.22330  0.0025
H 1.58796 -0.80782 -0.51240  0.0001
H 1.72748 0.98157 1.63631  0.0302
H 2.66162 1.06890 0.11527  0.0130
H 3.96977 -1.63548 2.42542  0.0009
H 5.21585 -1.01576 1.34553  0.0024

For the energy above the lowest of the compared OMol25 structures with the same formula, charge and spin, the calculation gives 392.3 kJ/mol. Its total energy is -2583.3869 Ha. Its spin multiplicity is 3. As for the charge: +1. The HOMO energy (spin up / spin down) is -13.2 / -13.0 eV.


Computed, not measured: a cluster of 4 separate species, C8H16FNO6 in total, with wB97M-V/def2-TZVPD.

Last column: Löwdin charge in e.
Atoms and positions in Å:
N -1.39650 -2.32184 -1.48297  0.3381
H -1.60450 -2.81484 -0.54197  0.2149
H -1.53250 -2.86984 -2.26997  0.1149
H -0.44650 -2.04484 -1.49997  0.0985
H -1.75850 -1.45584 -1.55297  0.0733
F -0.14150 -0.06384 0.01203  -0.7206
C -4.04950 0.63716 3.75903  -0.0207
C -2.59150 0.44316 3.44503  -0.3248
C -1.87250 1.53116 2.74103  -0.1492
O -0.74350 1.91116 3.46703  0.1112
C -0.79150 1.13216 4.58903  -0.5188
O 0.04750 1.35916 5.52103  0.0625
O -1.81050 0.35116 4.64503  0.1330
H -4.51750 -0.23284 4.38903  0.1281
H -4.57550 0.90216 2.73303  0.1254
H -4.12250 1.66516 4.08103  0.0721
H -2.44350 -0.36384 2.83003  0.1186
H -2.39850 2.36116 2.57703  0.0899
H -1.70750 1.34616 1.70203  0.1170
C 2.08150 -1.02384 -4.19097  -0.0017
C 2.72250 0.19416 -3.39597  -0.2806
C 2.52650 0.21316 -1.80597  -0.0710
O 3.87250 0.23016 -1.44297  0.0717
C 4.72350 0.36416 -2.42697  -0.5544
O 5.96650 0.27616 -2.28197  0.0885
O 4.10950 0.27216 -3.59297  0.0927
H 2.46550 -1.83684 -3.71497  0.0420
H 2.40050 -0.84484 -5.26997  0.1059
H 1.02250 -0.91284 -4.42497  0.0694
H 2.30750 1.17416 -3.66197  0.1426
H 2.16750 -0.70084 -1.72897  0.0490
H 2.09050 1.12316 -1.20497  0.1825

For the energy above the lowest of the compared OMol25 structures with the same formula, charge and spin, the calculation gives 158.8 kJ/mol. Its total energy is -920.3124 Ha. The HOMO energy is -9.0 eV.


Computed, not measured: a structure of composition C8H16LiN2O3Se2Te2, with wB97M-V/def2-TZVPD.

Last column: Löwdin charge in e.
Atoms and positions in Å:
Li -13.91966 7.50896 4.25043  0.5312
C -13.69590 6.02091 8.27214  -0.0423
N -12.44058 5.93962 7.54118  -0.1458
C -11.24182 5.29837 8.11582  -0.0289
C -12.32473 6.69944 6.45755  -0.4320
O -13.21117 7.50917 6.10504  -0.0249
C -11.06572 6.40678 5.64490  -0.0591
O -11.23121 7.25471 4.41139  -0.1656
C -11.05360 6.68016 3.08689  -0.1200
C -12.25011 5.79006 2.71202  -0.4001
O -13.38719 5.85412 3.26624  -0.0966
N -11.96747 4.83350 1.72962  -0.1562
C -10.93004 5.06210 0.71391  -0.0398
C -12.94655 3.75446 1.65329  -0.0449
H -13.81063 5.22858 9.02208  0.0804
H -14.53250 6.00491 7.52917  0.1034
H -13.79844 7.00259 8.88032  0.1204
H -11.58654 4.58459 8.85516  0.0833
H -10.57850 6.02009 8.63367  0.1036
H -10.63691 4.82309 7.31662  0.0839
H -10.93016 5.30053 5.49564  0.1419
H -10.22211 6.78531 6.20101  0.1211
H -10.19803 6.01303 3.10306  0.1097
H -10.94753 7.53118 2.36964  0.1268
H -11.08339 6.04875 0.27396  0.0186
H -11.01829 4.33701 -0.11691  0.1013
H -9.97519 5.05048 1.30388  0.0905
H -13.06609 3.32677 2.67621  0.0936
H -12.53703 2.99233 1.02664  0.0710
H -13.88327 4.19489 1.29759  0.0970
Se -10.40678 7.84512 -2.03993  -0.5989
Te -12.88791 7.89432 -2.56507  -0.1445
Te -14.46469 8.42586 0.20786  -0.1232
Se -13.52846 9.27429 2.35453  -0.4548

For the energy above the lowest of the compared OMol25 structures with the same formula, charge and spin, the calculation gives 0.0 kJ/mol. Its total energy is -5996.1793 Ha. As for the charge: -1. The HOMO energy (spin up / spin down) is -2.4 / -2.4 eV.


Computed, not measured: a structure of composition C8H16N2, with wB97M-V/def2-TZVPD.

Last column: Löwdin charge in e.
Atoms and positions in Å:
C 2.99260 -1.66526 -0.15822  0.0027
C 1.67525 -1.43819 -0.07902  -0.1714
C 1.08129 -0.43711 0.73147  -0.3248
C -3.69116 0.61913 -0.62613  -0.1209
C 2.39625 1.19549 -1.22526  -0.1288
C -0.36586 -0.44081 1.22616  -0.1091
C -2.77420 -0.05930 0.42518  -0.2573
C -1.28951 0.06731 0.07992  -0.2176
N 1.93262 0.58717 1.09848  -0.0285
N 1.43271 1.18145 -0.13793  -0.0347
H 3.31108 -2.45043 -0.88225  0.0707
H 3.74972 -1.12931 0.54879  0.1081
H 0.99190 -2.09572 -0.56698  0.1022
H -3.62534 1.67549 -0.57721  0.0455
H -4.86635 0.55487 -0.34365  0.1204
H -3.51244 0.24992 -1.55828  0.0229
H 3.11000 1.94523 -1.12637  0.0527
H 3.03747 0.30078 -1.28852  0.0518
H 1.77490 1.29290 -2.09679  0.0733
H -0.70981 -1.41059 1.55354  0.1138
H -0.20783 0.21516 2.03916  0.0935
H -3.02458 -1.15343 0.60744  0.1179
H -2.99126 0.56629 1.37474  0.1307
H -0.89572 -0.41672 -0.81487  0.1157
H -1.04525 1.06915 -0.00216  0.0714
H 1.51353 1.17654 1.79876  0.0998

For the energy above the lowest of the compared OMol25 structures with the same formula, charge and spin, the calculation gives 488.3 kJ/mol. Its total energy is -423.7536 Ha. The HOMO energy (spin up / spin down) is -8.2 / -8.2 eV.


Computed, not measured: a cluster of 2 separate species, C8H16N2 in total, with wB97M-V/def2-TZVPD.

Last column: Löwdin charge in e.
Atoms and positions in Å:
C 0.47693 -1.47523 -2.08380  -0.0364
C -0.56818 1.91202 -2.03858  -0.2142
C 0.41071 0.01049 -1.92709  -0.3491
C 0.98705 0.79597 -0.97197  -0.1013
N -0.57046 0.73119 -2.58149  0.0947
N 0.42423 2.05722 -1.11928  0.0458
H -1.18059 2.75513 -2.33187  0.1155
H 0.39066 2.66687 -0.31678  0.1420
H 1.90278 0.62922 -0.43041  0.1181
H 1.46323 -1.79472 -2.43619  0.0752
H -0.25415 -1.78533 -2.81868  0.0727
H 0.34699 -2.01209 -1.14573  0.0519
C -0.25532 -0.65446 1.94840  -0.4833
C 0.95523 -0.20509 2.76055  -0.0864
C -0.26905 -2.17755 1.71422  -0.0840
C -1.55803 -0.21775 2.61603  -0.0943
H -0.20248 -0.17109 0.96635  0.0892
H 1.34488 0.76623 2.44976  0.0673
H 1.80023 -0.88114 2.61404  0.0681
H -0.54337 -2.67104 2.64386  0.0740
H -0.87140 -2.46550 0.86065  0.0694
H 0.77480 -2.49032 1.59415  0.0684
H -1.46163 0.72853 3.15423  0.0721
H -2.41176 -0.21061 1.93885  0.0761
H -1.83827 -0.90773 3.41294  0.0708
H 0.68637 -0.17730 3.81992  0.0777

As for the SMILES: Cc1c[nH]cn1.CC(C)C. For the energy above the lowest of the compared OMol25 structures with the same formula, charge and spin, the calculation gives 50.5 kJ/mol. Its total energy is -423.9204 Ha. The HOMO energy is -8.6 eV.